Record 1
A structure of composition C14H25BeClN3O5, computed with ωB97M-V with the def2-TZVPD basis set.

Values from the calculation:
Energy relative to the best compared isomer or geometry (same formula, charge and spin) = 0.00 kcal/mol

```
! wB97M-V def2-TZVPD RIJCOSX def2/J DEFGRID3
* xyz -1 1
Be 13.55565 -37.67870 18.30933
C 9.42994 -36.63650 20.94419
C 10.24484 -36.39476 19.68349
C 10.04742 -34.97996 19.20427
O 11.59398 -36.75227 19.76991
H 9.35523 -35.72965 21.54433
H 9.84672 -37.36197 21.64281
H 8.41272 -36.95252 20.71291
H 9.85216 -37.26956 19.16519
H 10.50335 -34.18697 19.79707
H 9.00475 -34.66325 19.17894
H 10.53094 -34.71992 18.26262
C 13.18322 -41.78949 20.56395
C 13.45810 -40.46462 19.76395
O 14.41674 -39.74975 19.92177
O 12.63337 -40.16972 18.85164
H 13.70789 -42.54526 19.97948
H 12.22048 -42.26955 20.38851
H 13.53839 -41.86310 21.59184
Cl 15.92284 -37.89869 16.80857
O 15.11968 -36.57966 20.14888
C 15.09277 -35.78189 21.03263
N 13.95545 -35.37393 21.52827
C 16.41192 -34.99916 21.37274
H 14.04988 -34.53429 22.08162
H 13.06567 -35.78499 21.28449
H 16.94843 -35.37037 22.24592
H 16.24343 -33.94494 21.59260
H 17.14377 -35.02538 20.56540
O 12.12793 -38.36510 16.22883
C 10.98331 -38.70490 16.09567
N 10.45229 -39.50698 17.00737
C 10.05126 -38.31899 14.89257
H 11.07144 -39.74396 17.76935
H 9.44867 -39.54876 17.11256
H 9.10422 -38.25799 15.42873
H 9.99569 -39.18822 14.23724
H 10.25512 -37.36877 14.39898
N 13.23073 -35.50959 16.97876
C 13.10047 -34.34025 17.64857
C 12.81467 -33.12653 17.01347
C 12.96533 -33.00632 15.62434
C 13.08886 -34.22845 14.90441
C 13.20373 -35.44815 15.61267
H 13.30976 -34.31976 18.70790
H 12.86402 -32.23238 17.61717
H 12.79864 -32.07885 15.09670
H 13.28228 -34.16711 13.84365
H 13.02596 -36.46219 15.28627
*
```

=====

Record 2
A cluster of 3 separate species, C14H25F9IO2S in total, computed with ωB97M-V with the def2-TZVPD basis set.

Values from the calculation:
Calculated total energy = -62401.1260 eV

```
! wB97M-V def2-TZVPD RIJCOSX def2/J DEFGRID3
* xyz 1 1
F 0.91290 -2.94038 -0.31367
C -0.31654 -2.60572 -0.85715
F -0.30234 -1.41463 -1.61331
F -1.15885 -2.32667 0.24049
C -1.00301 -3.74312 -1.74796
F -2.18440 -4.11744 -1.05438
F -1.48554 -3.19348 -2.97313
C -0.17280 -5.08238 -1.93347
F 0.02092 -5.73964 -0.69323
F -0.98032 -5.96242 -2.69747
C 1.25754 -4.94555 -2.61510
F 2.33242 -5.02915 -1.68978
F 1.41925 -6.09798 -3.45077
C 1.47026 -3.68940 -3.55325
C 0.73438 -3.83966 -4.99991
S 0.50743 -2.08151 -5.62883
I 2.81535 -1.29967 -5.90665
H 2.59198 -3.66107 -3.80430
H 1.24910 -2.68282 -3.06617
H -0.26006 -4.38811 -4.89287
H 1.43411 -4.37903 -5.71277
H -0.12013 -1.32161 -4.63702
C 2.97629 2.52034 2.19819
C 2.74316 2.94387 0.75790
O 2.78778 1.86365 -0.16713
C 1.83617 0.82942 0.02855
C 0.39629 1.30685 -0.04879
H 3.94171 2.01491 2.29629
H 2.96715 3.39197 2.85709
H 2.20851 1.82892 2.54965
H 3.53370 3.63741 0.46256
H 1.80021 3.49007 0.65666
H 2.02936 0.31265 0.97464
H 2.00894 0.09416 -0.76402
H 0.16533 2.03962 0.72668
H -0.28971 0.46534 0.07071
H 0.20284 1.78168 -1.01501
C -1.51217 4.08859 4.89219
C -1.74857 4.51164 3.45209
O -1.70520 3.43193 2.52808
C -2.65775 2.39435 2.72503
C -4.09760 2.87182 2.64840
H -0.54622 3.58366 4.98839
H -1.52039 4.96039 5.55100
H -2.27863 3.39682 5.24538
H -0.95876 5.20564 3.15523
H -2.69192 5.05733 3.35242
H -2.46309 1.87774 3.67075
H -2.48644 1.65984 1.93274
H -4.32765 3.60446 3.42396
H -4.78350 2.03010 2.76838
H -4.29146 3.34628 1.68268
*
```

=====

Record 3
A cluster of 3 separate species, C14H25F9N2O6S2 in total, computed with ωB97M-V with the def2-TZVPD basis set.

Values from the calculation:
Energy relative to the best compared isomer or geometry (same formula, charge and spin) = 0.00 kcal/mol

```
! wB97M-V def2-TZVPD RIJCOSX def2/J DEFGRID3
* xyz 0 1
O -0.85255 -2.37634 6.44519
S -2.02573 -3.11650 6.14563
O -3.08150 -3.22733 7.07591
O -1.59209 -4.57247 5.64733
C -1.71290 -4.69302 4.22750
C -1.82962 -3.26272 3.70588
C -2.55660 -3.09961 2.39590
C -1.79870 -3.71647 1.20044
C -1.06269 -2.68377 0.33740
C 0.32079 -2.33023 0.90156
C 0.80239 -0.93799 0.55679
F 0.34512 -0.56742 -0.66240
F 2.14969 -0.91047 0.49838
C 0.36301 0.09565 1.64932
F 1.13164 -0.11632 2.72763
F -0.91632 -0.15222 1.98632
S 0.45712 1.95035 1.19870
F 1.57249 2.22973 2.27893
F -0.65221 2.28647 2.28377
F -0.68520 1.70983 0.11829
F 1.57873 1.67234 0.11786
F 0.49517 3.47885 0.80173
O -2.61663 -2.63873 4.75388
H -2.62108 -5.25336 3.99370
H -0.84862 -5.22721 3.84055
H -0.85439 -2.76621 3.71273
H -2.73588 -2.03840 2.22098
H -3.53827 -3.56572 2.50235
H -2.52258 -4.23108 0.57085
H -1.07947 -4.46258 1.55098
H -1.67666 -1.78613 0.25637
H -0.94299 -3.07304 -0.67281
H 0.33176 -2.42596 1.98810
H 1.08352 -3.01132 0.52121
C -2.37391 5.26750 -3.51687
O -3.55287 5.26700 -3.22739
N -1.38755 4.85912 -2.69109
C 0.00341 4.87550 -3.08295
C -1.74685 4.38775 -1.36523
H -2.00172 5.60770 -4.49862
H 0.43026 3.86955 -3.05224
H 0.59012 5.51883 -2.42330
H 0.08881 5.25442 -4.10010
H -2.42860 3.53923 -1.44286
H -2.25270 5.17475 -0.80507
H -0.86353 4.06470 -0.82884
C 3.55875 -0.92723 -4.45859
O 4.25085 -1.24183 -5.40521
N 3.57428 0.28833 -3.87317
C 2.72766 0.60954 -2.74470
C 4.47553 1.29535 -4.40424
H 2.84333 -1.62315 -3.98655
H 2.05487 1.43661 -2.98546
H 3.32831 0.89060 -1.87779
H 2.12914 -0.25993 -2.48450
H 4.24902 1.50233 -5.45055
H 5.50976 0.95485 -4.34908
H 4.36485 2.20792 -3.82252
*
```

=====

Record 4
A structure of composition C14H25GdNO2S4SbSi, computed with ωB97M-V with the def2-TZVPD basis set.

Values from the calculation:
Expectation value of S² = 16.05
Energy relative to the best compared isomer or geometry (same formula, charge and spin) = 30.73 kcal/mol

```
! wB97M-V def2-TZVPD RIJCOSX def2/J DEFGRID3
* xyz -2 8
Gd -1.69756 0.38008 1.74446
C 1.75786 1.51694 3.39499
C 1.00680 2.53717 2.78957
C -0.34330 2.36434 3.14550
C -0.41838 1.21081 3.98662
C 0.88289 0.70265 4.12508
H 2.83269 1.39152 3.32704
H 1.40103 3.33833 2.17655
H -1.11206 3.12013 3.04970
H -1.27027 0.92465 4.59184
H 1.16211 -0.16376 4.70903
S -5.22685 -0.74406 -0.11939
Sb -4.81823 -0.38186 2.11183
S -3.83727 1.81893 2.39543
S -2.92639 -1.72968 2.78042
S -6.66228 -0.70559 3.42059
O 1.42648 -3.04350 1.48377
C 0.91706 -1.84710 1.23930
O 0.18396 -1.28180 2.01622
C 1.27724 -1.26827 -0.13724
N 2.10350 -2.24159 -0.88010
C 3.47299 -1.70848 -1.01316
C 3.55469 -0.58407 0.01991
C 2.13811 -0.01086 0.00251
H 0.32238 -1.04331 -0.61861
H 1.69598 -2.45504 -1.77907
H 1.87947 -3.26774 0.63399
H 3.66115 -1.31314 -2.01725
H 4.19802 -2.50449 -0.82271
H 4.31883 0.14819 -0.23854
H 3.78171 -0.98865 1.00937
H 1.99462 0.63519 -0.86672
H 1.88488 0.55142 0.89737
C -2.45936 -0.24081 -3.89347
Si -1.23104 0.40541 -2.58451
C -0.87753 2.20761 -3.09556
C 0.37893 -0.55004 -3.02838
C -1.82789 0.26227 -0.85031
H -2.21638 0.06997 -4.91435
H -3.46315 0.12200 -3.65809
H -2.50641 -1.33326 -3.87692
H -0.64059 2.28567 -4.16075
H -0.04889 2.64198 -2.53055
H -1.76186 2.82136 -2.90512
H 0.55248 -0.51852 -4.10787
H 0.29026 -1.60461 -2.74503
H 1.26550 -0.13005 -2.54254
H -2.29704 -0.73691 -0.81147
H -2.69890 0.94060 -0.85336
*
```

=====

Strongest force on any atom across the listed records, respectively: 0.0681 0.0652 0.0108 0.0192 hartree/bohr.